ORCA calculation (ωB97M-V with the def2-TZVPD basis set) on C4H13N5O2 in the gas phase.

The geometry in XYZ format:
```
24
Properties=species:S:1:pos:R:3:forces:R:3:mulliken_charge:R:1
C -1.1410 -2.3193 -0.2636 1.463 -0.830 -1.189 -0.542
C 0.2145 -1.7991 -0.8205 -0.408 -0.457 -0.891 -0.894
C 1.1360 0.1179 0.4952 -0.613 1.070 -0.356 -0.457
C 1.4947 1.6323 0.4495 -0.213 -1.294 -0.299 -0.970
H -1.4906 -1.0377 1.1777 0.090 -0.741 0.482 0.380
H -0.4177 -2.1880 1.6526 0.504 -0.216 0.088 0.289
H -1.1776 -3.4122 -0.4780 0.100 0.530 0.275 0.373
H -1.9346 -1.9066 -0.9085 0.004 0.164 0.821 0.283
H 0.3508 -2.0759 -1.8770 -0.437 0.093 0.052 0.363
H 1.0532 -2.3256 -0.3586 -0.059 0.289 0.440 0.392
H 0.4802 -0.0247 1.3532 0.139 -0.155 0.407 0.280
H 2.0321 -0.4534 0.6102 0.495 -0.502 0.068 0.498
H 1.8945 1.8245 -0.5609 -0.464 0.332 0.359 0.396
H 2.3068 1.8178 1.1547 0.011 -0.001 0.048 0.438
H 0.2755 3.2988 0.2518 -0.186 -0.678 1.198 0.223
H 0.1857 2.4572 1.8004 0.096 0.701 -0.766 0.237
H -1.0894 1.4471 0.3569 1.049 1.943 1.173 0.523
N -1.2697 -2.0463 1.1486 -1.658 1.322 -0.333 -0.667
N 0.4534 -0.3585 -0.7258 0.274 0.731 0.332 0.204
N 0.2799 2.4042 0.7795 0.761 0.571 -0.500 -0.607
N -0.6206 0.4514 -1.1028 0.156 -0.904 0.965 0.476
N -0.3224 1.4011 -1.9743 -0.336 0.828 -0.904 -0.265
O -1.5613 0.7918 -0.1315 -1.336 -2.617 -1.390 -0.508
O -1.1323 2.3033 -2.0289 0.569 -0.178 -0.079 -0.447
```
Positions in Å, forces in eV/Å.

Results
- orbital gap (eV) = 9.498
- HOMO energy (eV) = -8.86
- multiplicity = 1



ORCA calculation (ωB97M-V with the def2-TZVPD basis set) on a 2-piece molecular cluster, C4H13NO overall.

The geometry in XYZ format:
```
19
Properties=species:S:1:pos:R:3:forces:R:3:mulliken_charge:R:1
C 2.2907 0.5882 0.1795 -0.622 0.358 1.452 -1.170
C 3.2408 -0.3808 -0.5152 -0.369 0.657 -0.267 -0.073
C 2.7122 -1.8022 -0.4206 -0.309 -0.485 0.256 -1.112
H 2.1556 0.4068 1.2529 0.266 -0.527 0.010 0.313
H 2.4896 1.6632 0.2080 0.574 -0.113 -0.701 0.334
H 1.2700 0.4935 -0.1923 0.035 -0.123 -0.398 0.285
H 3.3412 0.0318 -1.5212 -0.054 -0.611 -0.363 0.248
H 4.2647 -0.3988 -0.1442 -0.037 0.335 0.438 0.251
H 2.6001 -2.0772 0.6355 0.440 0.001 -0.026 0.296
H 3.3600 -2.5298 -0.9100 0.083 0.026 0.078 0.306
H 1.6999 -1.9873 -0.7815 -0.029 0.484 -0.473 0.317
N -2.8470 1.7447 0.1113 0.525 1.258 -0.173 -0.393
C -2.9516 0.4528 0.6669 -0.636 -1.626 -0.181 -0.207
O -2.3037 -0.6642 0.0099 0.013 1.150 -0.269 -0.498
H -2.6625 2.5078 0.7321 0.278 -0.120 0.201 0.170
H -2.7731 2.0381 -0.8489 -0.192 -0.833 -0.004 0.153
H -4.0081 0.1324 0.6937 0.129 0.167 0.443 0.269
H -2.5024 0.4249 1.6530 -0.274 0.380 0.262 0.207
H -2.8961 -0.8564 -0.7187 0.179 -0.378 -0.282 0.304
```
Positions in Å, forces in eV/Å.

Results
- orbital gap (eV) = 10.058
- HOMO energy (eV) = -9.10
- multiplicity = 1



ORCA calculation (ωB97M-V with the def2-TZVPD basis set) on a 2-piece molecular cluster, C4H13NO overall.

The geometry in XYZ format:
```
19
Properties=species:S:1:pos:R:3:forces:R:3:mulliken_charge:R:1
C 1.3170 -2.4328 0.6071 0.241 0.369 0.287 -1.117
C 0.3397 -1.2429 0.6675 0.513 -0.700 -0.897 -0.354
N -0.1297 -0.8913 -0.6619 -0.604 0.181 -0.897 -0.386
C -1.4909 -0.3192 -0.7193 0.790 -0.415 0.380 -0.295
C -1.6442 0.6534 -1.8713 -0.870 -0.046 -1.278 -1.037
H 0.8633 -3.4141 0.7565 -0.134 0.149 -0.270 0.280
H 2.1017 -2.3278 1.3517 -0.011 -0.007 0.352 0.333
H 1.8430 -2.3894 -0.3363 0.002 -0.248 -0.402 0.315
H -0.5493 -1.5591 1.2089 0.140 0.451 0.528 0.393
H 0.8884 -0.3926 1.0744 -0.404 0.077 0.719 0.241
H 0.5074 -0.2893 -1.1806 -0.073 -0.228 0.460 0.213
H -2.1987 -1.1452 -0.8278 -0.029 0.010 -0.071 0.224
H -1.7304 0.1271 0.2467 -0.056 0.418 0.054 0.317
H -2.0939 1.6102 -1.6370 0.077 0.223 0.534 0.276
H -0.7408 0.8737 -2.4503 0.128 -0.207 0.390 0.344
H -2.3487 0.2438 -2.6133 0.293 -0.023 0.115 0.253
H 1.4543 4.3426 1.3857 0.077 -0.276 0.101 0.319
H 1.8388 4.6466 2.8108 0.042 -0.371 -0.063 0.319
O 1.7730 3.9062 2.1885 -0.121 0.642 -0.043 -0.638
```
Positions in Å, forces in eV/Å.

Results
- orbital gap (eV) = 9.091
- HOMO energy (eV) = -8.30
- multiplicity = 1



ORCA calculation (ωB97M-V with the def2-TZVPD basis set) on a 2-piece molecular cluster, C4H13NO overall.

The geometry in XYZ format:
```
19
Properties=species:S:1:pos:R:3:forces:R:3:mulliken_charge:R:1
C -0.6762 0.8777 1.2763 0.010 2.554 0.526 -1.383
C 0.0411 -0.1810 0.4947 -1.331 0.374 -2.081 0.043
N -0.3843 -0.2055 -0.9660 -0.867 -3.875 1.326 0.130
C 0.3262 -1.2902 -1.6536 -0.177 -0.021 -1.314 -0.842
C -1.7814 -0.3126 -1.2277 -2.191 1.252 -0.467 -0.865
H -0.1169 1.0811 2.1671 0.541 -0.061 0.604 0.356
H -0.7191 1.8807 0.8161 0.703 -0.444 -0.442 0.403
H -1.7157 0.8720 1.6411 0.197 -1.577 -0.483 0.427
H -0.3023 -1.1708 0.8695 0.685 0.200 -0.346 0.289
H 1.0983 -0.1390 0.2093 0.209 0.410 1.995 0.270
H -0.1147 -2.3014 -1.4298 0.271 0.998 0.454 0.378
H 1.3925 -1.2772 -1.4654 0.049 0.026 0.113 0.361
H 0.1231 -1.2142 -2.7234 0.270 0.257 -0.059 0.348
H -2.2109 -1.2522 -0.7786 0.615 0.710 -0.307 0.390
H -2.3735 0.5338 -0.8636 0.442 -0.122 0.681 0.324
H -2.0517 -0.2547 -2.2828 0.600 -0.603 -0.204 0.365
H 3.2413 0.7549 1.6666 -0.003 0.062 -0.306 0.312
H 3.2792 1.9241 2.5616 -0.155 0.430 -0.144 0.328
O 2.9452 1.6745 1.6887 0.133 -0.569 0.455 -0.634
```
Positions in Å, forces in eV/Å.

Results
- expectation value of S² = 0.754
- total charge = +1
- orbital gap (alpha / beta) (eV) = 11.869 / 6.911
- HOMO energy (alpha / beta) (eV) = -14.66 / -14.66
- multiplicity = 2



ORCA calculation (ωB97M-V with the def2-TZVPD basis set) on a 3-piece molecular cluster, C4H13NO2 overall.

The geometry in XYZ format:
```
20
Properties=species:S:1:pos:R:3:forces:R:3:mulliken_charge:R:1
C 0.2268 1.4874 1.4016 1.913 2.308 2.042 -1.104
C 0.1975 -0.0714 1.1639 1.272 1.649 -1.610 -0.805
C -0.2260 -1.0220 2.2739 -3.548 1.620 -0.824 -0.500
C -1.5395 -1.1307 2.7390 5.691 1.497 -3.362 -0.325
N -1.8760 -2.0398 3.6512 1.512 -1.479 4.173 -0.529
H -0.7637 1.9423 1.6427 0.591 -0.392 -0.423 0.288
H 0.8173 2.2531 0.6387 -1.737 -2.593 1.255 0.427
H 0.8853 1.7267 2.3910 -1.530 -0.752 -1.921 0.248
H -0.3387 -0.1743 0.1326 0.925 -0.444 1.791 0.435
H 1.3068 -0.2355 1.0553 -1.138 -0.401 -0.610 0.245
H 0.4786 -1.8091 2.4031 0.469 -0.426 1.078 0.333
H -2.2969 -0.7153 2.1448 -1.196 1.137 -0.326 0.477
H -0.9642 -2.2947 4.2083 -2.589 -0.046 -1.578 0.313
H -2.2767 -2.7648 3.1129 -0.611 -1.693 0.286 0.253
H 0.2515 2.1785 -4.8953 1.522 0.221 0.430 0.454
H -0.5381 0.8921 -5.0659 0.229 0.249 0.142 0.479
O -0.6037 1.8592 -5.1055 -1.751 -0.490 -0.557 -1.229
H 3.0515 0.2623 -4.3201 0.493 0.275 0.352 0.646
H 1.7776 -0.4193 -4.5429 -1.058 -0.657 0.486 0.458
O 2.4305 0.0753 -5.0295 0.542 0.416 -0.824 -1.563
```
Positions in Å, forces in eV/Å.

Results
- expectation value of S² = 0.750
- total charge = -1
- orbital gap (alpha / beta) (eV) = 2.253 / 8.914
- HOMO energy (alpha / beta) (eV) = 0.81 / -5.89
- multiplicity = 2



ORCA calculation (ωB97M-V with the def2-TZVPD basis set) on a 3-piece molecular cluster, C4H13NO2 overall.

The geometry in XYZ format:
```
20
Properties=species:S:1:pos:R:3:forces:R:3:mulliken_charge:R:1
C -1.5836 -1.3233 1.9453 -0.451 0.747 -0.074 -0.890
C -0.3865 -0.5026 1.5900 0.952 0.890 0.489 -0.382
C -0.4951 0.3415 0.5388 -2.613 -1.042 0.204 -1.286
N 0.4692 1.1356 0.0091 -0.376 -0.508 0.345 0.121
C 0.1519 2.1050 -0.9882 2.604 -0.796 -0.909 -1.725
H -1.6208 -2.0382 1.1477 -0.622 -1.014 -0.050 0.213
H -2.4521 -0.6497 1.8527 -0.046 -0.565 0.179 0.286
H -1.6050 -1.7977 2.9331 0.236 0.123 -0.296 0.379
H 0.5368 -0.6013 2.2249 -0.858 0.226 -1.102 0.538
H -1.5506 0.4162 0.0204 2.086 -0.267 0.843 0.156
H 1.0945 1.3477 0.7414 1.325 0.766 0.331 0.660
H 0.3576 1.6334 -1.9606 -0.603 0.459 0.023 0.192
H 0.8831 2.8946 -0.9206 0.126 0.543 0.139 0.816
H -0.8133 2.4855 -0.9130 -1.813 0.667 0.017 0.345
H -0.4829 -0.7472 -3.5129 -0.387 0.870 2.635 0.352
H -0.4475 -0.4640 -1.8607 0.700 -0.644 -0.290 0.353
O -0.8527 -0.2516 -2.7047 -0.288 -0.465 -2.396 -0.704
H 2.1810 -0.8448 0.1420 2.753 -1.851 -0.942 0.247
H 3.7711 -1.6233 0.0615 -2.048 0.866 -0.121 0.852
O 2.8448 -1.5156 -0.3462 -0.675 0.994 0.975 -1.521
```
Positions in Å, forces in eV/Å.

Results
- expectation value of S² = 0.750
- total charge = -1
- orbital gap (alpha / beta) (eV) = 2.563 / 7.870
- HOMO energy (alpha / beta) (eV) = 1.10 / -4.27
- multiplicity = 2



ORCA calculation (ωB97M-V with the def2-TZVPD basis set) on a 3-piece molecular cluster, C4H13NO2 overall.

The geometry in XYZ format:
```
20
Properties=species:S:1:pos:R:3:forces:R:3:mulliken_charge:R:1
N -2.2304 -0.0913 -0.1627 -0.685 1.072 -0.592 -0.401
C -1.2938 -0.1470 -1.3128 -1.692 -3.618 -0.028 -0.832
C 0.0642 0.0927 -0.8326 2.027 2.311 0.724 -0.566
C -0.1931 0.9356 0.4803 1.416 -1.038 0.994 -0.279
C -1.7492 0.9805 0.6588 2.120 2.248 -1.132 -0.824
H -2.2129 -0.8855 0.4489 0.166 -0.877 -0.491 0.295
H -1.3255 -1.1703 -1.6988 -0.342 -0.130 -0.068 0.337
H -1.5640 0.4220 -2.1941 -0.445 0.797 0.434 0.297
H 0.8020 -0.7088 -0.6749 -1.182 -0.369 0.230 0.382
H 0.5295 0.6518 -1.6421 0.367 0.735 0.145 0.415
H 0.2489 0.3701 1.3332 -0.463 -0.190 -0.456 0.158
H 0.4255 1.8352 0.5925 -0.734 0.402 -0.597 0.407
H -2.0057 0.9788 1.6763 -0.498 -0.890 1.472 0.444
H -2.0773 1.9991 0.4001 -0.300 -0.368 -0.800 0.222
H 0.4660 -2.3671 1.3489 -0.776 -0.307 0.866 0.290
H 1.9899 -2.3835 1.4513 2.503 -0.762 2.357 0.283
O 1.2830 -2.2198 0.9116 -1.644 0.927 -3.103 -0.577
H 2.3341 0.4025 -0.7687 1.508 0.243 0.545 0.307
H 3.2265 0.7740 0.4769 -0.001 -0.434 -1.712 0.323
O 3.2825 0.5310 -0.4917 -1.345 0.249 1.212 -0.681
```
Positions in Å, forces in eV/Å.

Results
- orbital gap (eV) = 9.598
- HOMO energy (eV) = -9.09
- multiplicity = 1



ORCA calculation (ωB97M-V with the def2-TZVPD basis set) on a 2-piece molecular cluster, C4H13NO2 overall.

The geometry in XYZ format:
```
20
Properties=species:S:1:pos:R:3:forces:R:3:mulliken_charge:R:1
C 0.3948 0.9965 0.7502 1.338 2.497 0.283 -1.032
C 0.6436 0.5071 -0.6937 1.446 -2.415 1.345 -0.003
C -0.6388 0.0324 -1.3401 0.861 -1.473 -0.095 0.255
C -1.6943 1.0670 -1.1946 -1.426 3.136 -0.046 -1.234
O -0.9909 -1.1387 -0.6614 -1.616 -1.857 2.584 -0.594
N 1.5915 -0.6688 -0.4010 -1.430 0.614 -5.688 -0.554
H -0.4844 1.7280 0.8784 1.569 -1.401 0.204 0.298
H 1.3776 1.5834 0.9803 -1.821 -0.874 0.067 0.271
H 0.4087 0.1291 1.4562 -0.664 1.307 -0.548 0.142
H 1.2206 1.1548 -1.3295 -0.184 0.880 -0.073 0.317
H -0.4972 -0.5256 -2.3147 0.051 1.912 0.206 0.340
H -2.1206 1.5376 -2.1027 0.335 -0.713 0.113 0.339
H -1.4047 2.0050 -0.5849 -0.116 -1.577 -1.132 0.206
H -2.5359 0.6679 -0.6308 -0.083 -0.197 -0.150 0.339
H -1.1576 -1.0460 0.3237 0.302 0.332 -1.807 0.334
H 1.2925 -1.5494 -0.8817 0.482 1.203 1.377 0.288
H 1.7688 -0.6470 0.5235 0.946 -0.964 3.255 0.244
H 1.2240 -2.6152 2.5504 1.300 -3.726 -0.682 0.278
H 0.6651 -1.4360 1.9406 -1.074 1.097 -3.021 0.387
O 0.9372 -1.7820 2.7318 -0.216 2.220 3.808 -0.622
```
Positions in Å, forces in eV/Å.

Results
- orbital gap (eV) = 9.865
- HOMO energy (eV) = -9.09
- multiplicity = 1



Calculated values (kJ/mol) of energy above the lowest of the compared OMol25 structures with the same formula, charge and spin for the records, taken in order: 410.96, 117.21, 94.68, 104.16, 223.60, 187.44, 157.15, 235.65.
Calculated values (eV) of E for the records, taken in order: -15899.3670, -7895.4461, -7895.6797, -7887.0148, -9940.4798, -9940.8546, -9942.5678, -9941.7542.
Calculated values (Eh/bohr) of F_max for the records, taken in order: 0.06321, 0.03414, 0.03008, 0.08141, 0.13179, 0.06705, 0.07767, 0.11468.